# 1
Computed, not measured: a structure of composition C30H40BrFeN12OSe, with ωB97M-V with the def2-TZVPD basis set.

Geometry as XYZ:
```
86
Properties=species:S:1:pos:R:3:forces:R:3
Fe -0.7076 0.7650 -0.6591 -0.108 -0.056 0.250
Br 4.6955 -5.9589 6.5165 0.002 0.046 -0.017
C 4.7048 -4.2153 5.8191 0.002 -0.038 0.022
C 4.9717 -3.1372 6.6637 0.008 -0.009 0.005
C 4.9780 -1.8619 6.1528 0.003 0.004 -0.017
C 4.6937 -1.6407 4.7859 0.215 -0.018 -0.008
C 4.4505 -2.7487 3.9398 -0.039 0.013 0.012
C 4.4567 -4.0218 4.4605 0.005 -0.015 -0.005
N 4.6862 -0.3577 4.3596 -0.329 0.108 -0.007
N 4.3702 -0.0663 3.1299 0.140 -0.240 -0.028
C 3.1522 0.1334 2.7510 0.024 0.149 0.045
C 2.0042 0.0152 3.6333 -0.049 -0.001 0.025
C 0.7434 0.1800 3.1966 -0.028 0.061 0.092
C 0.4808 0.4976 1.8127 -0.036 -0.072 -0.065
O -0.6620 0.6864 1.3672 0.066 -0.111 -0.106
C 1.6239 0.6188 0.8979 0.130 0.014 -0.003
N 1.3010 0.8818 -0.3837 -0.018 -0.129 -0.088
C 2.2895 1.0319 -1.2512 -0.053 0.031 0.017
C 3.6319 0.9467 -0.8855 0.044 -0.015 0.055
C 3.9612 0.6694 0.4222 0.019 0.008 -0.078
C 2.9292 0.4890 1.3467 -0.070 -0.001 0.008
H 5.1794 -3.3109 7.7099 -0.003 0.000 0.001
H 5.1920 -1.0083 6.7814 -0.002 0.001 0.000
H 4.2870 -2.5959 2.8815 -0.012 0.007 0.000
H 4.2883 -4.8775 3.8215 -0.004 0.004 -0.003
H 2.2016 -0.2007 4.6756 0.000 -0.008 0.000
H -0.1086 0.1032 3.8590 0.009 0.012 0.015
H 2.0168 1.2489 -2.2760 -0.008 0.001 0.001
H 4.3966 1.0944 -1.6347 0.009 -0.003 0.007
H 4.9905 0.5871 0.7433 0.001 -0.005 -0.003
C -2.6956 0.2695 -5.7012 -0.006 0.003 0.008
N -1.5527 0.3115 -4.7946 -0.011 -0.043 -0.031
C -0.2093 0.2724 -5.3564 0.007 0.016 0.009
C -1.6909 0.4650 -3.4560 0.055 0.074 0.018
N -0.7092 0.6512 -2.6378 -0.018 0.007 -0.026
N -3.0032 0.4237 -2.9978 -0.025 -0.080 -0.020
C -3.4364 0.2618 -1.6931 0.000 0.043 0.030
N -4.7575 -0.0283 -1.5898 0.002 -0.036 -0.004
N -2.6470 0.4061 -0.6934 0.038 -0.124 -0.057
H -2.3324 0.3587 -6.7195 0.002 -0.016 -0.002
H -3.3724 1.1118 -5.5402 0.005 0.007 -0.005
H -3.2467 -0.6722 -5.6288 -0.006 0.004 0.007
H -0.2713 -0.0506 -6.3905 -0.002 0.016 -0.005
H 0.4117 -0.4530 -4.8269 -0.005 -0.011 -0.007
H 0.2719 1.2541 -5.3306 0.006 -0.002 0.013
H 0.1786 0.6074 -3.1169 0.000 0.009 0.007
H -3.7077 0.3042 -3.7042 -0.003 0.016 -0.002
H -5.3430 -0.1869 -2.3895 0.003 -0.006 0.001
H -5.1717 -0.1637 -0.6851 -0.010 0.044 0.001
H -3.0901 0.2103 0.1970 -0.009 0.047 0.007
C -2.1866 3.1801 0.3070 0.023 0.000 0.050
C -2.3848 4.7095 0.4557 0.013 -0.013 0.007
N -1.4010 5.4296 -0.3401 -0.011 0.022 0.002
C -0.0723 5.1045 0.1550 -0.003 -0.008 -0.002
C 0.1728 3.5755 0.0849 0.008 0.008 -0.001
N -0.9895 2.8770 -0.5312 -0.060 0.019 -0.058
C -1.2146 3.4915 -1.8658 -0.005 0.009 -0.001
C -1.5106 5.0078 -1.7291 0.004 -0.016 0.002
H -3.0454 2.7216 -0.1773 -0.004 0.016 -0.006
H -2.0433 2.6945 1.2718 -0.014 -0.014 -0.006
H -2.2784 5.0181 1.4959 -0.003 0.000 0.000
H -3.3825 5.0018 0.1270 -0.001 0.001 0.007
H 0.0148 5.4636 1.1806 0.009 0.003 -0.002
H 0.6634 5.6412 -0.4448 -0.001 0.000 -0.001
H 0.3229 3.1536 1.0790 0.004 -0.008 -0.002
H 1.0522 3.3549 -0.5166 0.004 -0.001 0.006
H -2.0459 2.9657 -2.3359 0.000 0.004 -0.003
H -0.3218 3.3094 -2.4650 -0.010 -0.007 -0.011
H -2.5176 5.2385 -2.0786 0.003 0.004 -0.007
H -0.8129 5.5930 -2.3289 -0.001 -0.001 -0.001
C -0.7903 -3.4638 2.1417 0.015 0.005 0.012
N -1.3495 -3.9130 0.8763 -0.019 0.037 0.005
C -2.2009 -4.9864 0.7166 -0.012 -0.034 -0.031
C -2.5007 -5.0609 -0.5968 0.003 -0.026 0.037
N -1.8292 -4.0302 -1.2217 -0.005 0.035 0.003
C -1.8642 -3.7384 -2.6445 0.014 -0.018 -0.016
C -1.1265 -3.3264 -0.3144 -0.082 0.239 0.025
Se 0.0078 -1.8859 -0.6562 0.188 0.044 -0.074
H -0.8971 -4.2634 2.8693 -0.003 0.001 0.000
H -1.3150 -2.5757 2.4919 0.001 0.002 -0.006
H 0.2613 -3.2251 2.0028 0.001 -0.010 0.001
H -2.5050 -5.6031 1.5430 -0.002 -0.005 -0.001
H -3.1141 -5.7570 -1.1397 -0.002 -0.004 0.003
H -2.3839 -4.5481 -3.1491 -0.001 0.000 0.002
H -0.8488 -3.6561 -3.0248 -0.001 0.002 -0.002
H -2.3869 -2.7984 -2.8200 0.005 0.004 -0.001
```
Forces are in eV/Å.

Properties
Relative energy (zero: lowest compared OMol25 entry of this formula, charge and spin) ... 0.527 eV
Gap between HOMO and LUMO (alpha / beta) ... 5.65 / 6.46 eV
Multiplicity ... 2
Total charge ... +2



# 2
Computed, not measured: a structure of composition C30H40Cl48N3O5S at a distorted geometry, with ωB97M-V with the def2-TZVPD basis set.

Geometry as XYZ:
```
127
Properties=species:S:1:pos:R:3:forces:R:3
C 1.0784 -0.7298 1.3849 0.047 -0.101 -0.671
C 2.2315 -1.6859 0.7588 0.004 2.039 1.448
N 2.2056 -1.4824 -0.7231 2.208 -1.470 -0.965
C 1.7193 -2.6678 -1.4809 -1.463 -0.508 -0.886
C 0.1794 -2.3198 -1.9170 -0.262 0.127 0.197
C -0.9075 -3.3058 -1.2690 -0.787 0.001 0.816
C -0.8165 -3.6698 0.3056 0.155 -2.374 1.001
C -2.1339 -3.1970 1.0804 -0.015 0.846 -2.548
O -2.4536 -3.1561 2.4634 -0.229 3.443 -2.113
C -3.1914 -1.9319 2.6703 -5.423 -0.034 -1.315
N -4.1437 -1.1769 2.6197 4.592 -4.317 -0.168
N -2.9674 -2.8075 0.1279 0.505 -1.386 0.263
C -2.4761 -2.8576 -1.3044 0.930 1.609 -1.714
C -2.7446 -1.3089 -1.7586 -0.543 -0.118 0.355
C -4.2902 -1.0611 -2.1910 0.927 -0.002 0.383
C -5.0940 -0.1790 -1.1117 -1.186 -0.849 -0.209
S -4.4921 1.5752 -0.9894 3.862 3.959 -0.919
O -4.2277 2.1661 -2.3644 -1.752 -2.340 3.913
O -3.2746 1.7277 -0.0993 -3.689 -1.477 -1.897
O -5.7169 2.4901 -0.2207 1.067 -2.498 -1.119
C 3.4677 -0.9340 -1.2361 2.986 0.377 -0.661
C 3.7879 0.6123 -0.8370 -1.451 -0.775 1.402
O 4.3354 -1.5476 -1.9084 -3.465 1.368 1.793
H 0.9629 0.1360 0.6266 0.239 -1.432 1.458
H 1.3364 -0.3078 2.4127 -0.348 -0.767 -1.446
H 0.0497 -1.2312 1.4418 1.375 0.517 -0.042
H 3.2306 -1.2697 1.1752 -1.540 -0.809 -0.673
H 2.1699 -2.7725 1.1018 0.061 1.362 -0.778
H 2.2674 -2.8735 -2.4632 -0.325 0.605 1.640
H 1.7632 -3.6504 -0.8814 -0.024 1.739 -0.852
H -0.0244 -1.2334 -1.6172 0.338 -1.585 -0.347
H 0.0774 -2.3717 -3.0703 0.047 -0.050 1.913
H -0.7703 -4.3064 -1.8004 -0.582 1.551 0.668
H 0.1927 -3.5866 0.8289 -1.630 0.455 -0.482
H -0.9625 -4.8223 0.2805 0.137 1.729 0.445
H -3.9384 -2.4540 0.1663 0.729 -0.290 0.968
H -3.0548 -3.5704 -2.0104 0.542 1.023 1.734
H -2.0857 -0.9826 -2.6299 -0.702 -0.565 1.463
H -2.5700 -0.6786 -0.8036 0.268 -0.697 -1.814
H -4.2639 -0.5265 -3.2101 -0.468 -0.911 1.645
H -4.7721 -2.1116 -2.2611 0.277 1.930 -0.094
H -5.0797 -0.6072 -0.0452 0.213 0.724 -1.424
H -6.1991 -0.1645 -1.4331 1.605 0.311 0.430
H -6.3112 1.8691 0.2654 0.439 0.538 -0.324
H 3.5340 1.3340 -1.6829 0.611 -1.203 0.938
H 4.8471 0.7346 -0.4116 -1.469 -0.311 -1.106
H 3.0760 0.8873 0.0386 1.194 -0.456 -1.808
C 7.3396 -3.5519 -2.7752 0.074 0.096 -0.154
Cl 7.9545 -3.4843 -4.4328 0.005 -0.097 0.358
Cl 6.6581 -5.1494 -2.4305 -0.012 0.077 0.030
Cl 8.6157 -3.1579 -1.6157 -0.193 -0.005 -0.169
H 6.5468 -2.8116 -2.6741 0.122 -0.147 -0.003
C 1.9807 3.0503 2.1773 0.075 0.211 -0.109
Cl 2.2592 4.1783 0.8457 -0.074 -0.293 0.242
Cl 0.3841 2.2999 2.0333 -0.148 0.403 0.157
Cl 3.2452 1.8102 2.2202 0.020 0.318 0.529
H 2.0163 3.6077 3.1117 0.013 -0.118 -0.191
C -1.6973 0.8990 4.9352 -0.020 0.302 0.721
Cl -1.7243 -0.4162 3.7439 1.793 0.945 0.652
Cl -3.3313 1.5121 5.2191 0.214 -0.098 -0.110
Cl -0.9662 0.3522 6.4487 -0.095 0.076 -0.255
H -1.0912 1.7101 4.5339 -0.110 -0.247 -0.089
C 10.5202 -6.1559 0.2619 0.041 -0.008 -0.080
Cl 11.1473 -6.0911 -1.3906 -0.100 0.026 0.162
Cl 9.8371 -7.7516 0.6066 -0.002 0.149 -0.012
Cl 11.7918 -5.7589 1.4269 -0.143 0.028 -0.069
H 9.7266 -5.4163 0.3559 0.131 -0.165 -0.049
C 5.8243 -0.8778 -6.4761 0.082 -0.106 0.008
Cl 5.3239 -1.1849 -4.8070 -0.082 0.169 -0.056
Cl 6.5164 -2.3418 -7.1869 -0.110 0.221 -0.165
Cl 4.4615 -0.2959 -7.4437 0.124 -0.015 0.095
H 6.5916 -0.1059 -6.4658 -0.169 -0.161 -0.011
C 2.0770 -6.7798 -0.2346 0.289 -0.212 0.330
Cl 1.5710 -7.6819 1.1993 0.016 0.120 -0.227
Cl 0.6687 -6.0759 -1.0543 0.349 -0.539 -0.191
Cl 3.2417 -5.5222 0.2018 -0.079 -0.193 -0.078
H 2.5618 -7.4713 -0.9217 -0.140 0.173 0.085
C -5.5278 5.3901 -3.7601 -0.028 0.030 -0.058
Cl -5.3961 7.0539 -3.1728 0.034 -0.163 -0.038
Cl -6.5012 4.4142 -2.6516 0.021 0.158 -0.086
Cl -6.2205 5.3580 -5.3874 0.035 0.119 0.152
H -4.5277 4.9619 -3.8046 -0.217 0.043 0.034
C 4.8585 7.1132 2.3649 -0.141 -0.101 -0.135
Cl 6.4042 6.2561 2.2691 -0.114 0.130 0.133
Cl 4.0299 7.0802 0.8027 0.182 0.181 0.168
Cl 3.8348 6.4096 3.6271 0.059 0.041 -0.018
H 5.0586 8.1532 2.6254 -0.116 -0.589 -0.157
C 8.6424 4.4752 0.1353 0.112 0.024 -0.030
Cl 9.6388 3.2172 0.8804 -0.107 0.095 -0.020
Cl 9.6591 5.6934 -0.6466 -0.142 -0.096 0.112
Cl 7.5139 3.7662 -1.0295 0.010 0.052 0.131
H 8.0647 4.9627 0.9179 0.155 -0.162 -0.264
C 5.2618 11.3776 1.3154 -0.148 0.104 -0.282
Cl 3.7111 12.2251 1.3818 0.212 -0.086 0.028
Cl 5.4593 10.3301 2.7304 0.146 0.524 0.094
Cl 5.3941 10.4378 -0.1772 0.050 0.117 0.172
H 6.0586 12.1190 1.3252 -0.149 -0.186 0.052
C -9.5266 0.0546 -1.8846 -0.098 0.263 0.024
Cl -8.5220 -1.1862 -2.6509 -0.057 -0.003 0.027
Cl -9.5695 -0.1782 -0.1307 0.110 0.000 -0.272
Cl -8.9264 1.6702 -2.2796 -0.009 -0.175 0.001
H -10.5409 -0.0399 -2.2691 0.202 -0.029 0.084
C -12.9949 -0.6437 1.5711 -0.138 0.006 0.063
Cl -13.1124 -1.6980 2.9874 -0.092 0.116 -0.130
Cl -12.9442 -1.6032 0.0844 0.041 0.059 0.084
Cl -14.3469 0.4959 1.5293 0.201 -0.084 -0.004
H -12.0696 -0.0744 1.6429 -0.189 -0.100 -0.057
C -4.8459 2.5962 -8.2706 0.057 0.063 -0.034
Cl -3.8490 1.3483 -9.0326 -0.117 0.074 0.036
Cl -4.9045 2.3616 -6.5175 0.007 -0.125 -0.116
Cl -4.2309 4.2081 -8.6616 -0.110 -0.160 0.040
H -5.8583 2.5118 -8.6614 0.218 0.012 0.090
C -8.4229 -2.6002 2.7984 0.015 -0.015 0.113
Cl -8.5397 -3.6555 4.2123 0.048 0.159 -0.177
Cl -8.3699 -3.5574 1.3099 0.065 0.097 0.026
Cl -9.7773 -1.4619 2.7580 0.275 -0.155 0.229
H -7.4984 -2.0299 2.8719 -0.194 -0.110 -0.005
C -2.0868 0.2377 10.5818 -0.019 0.063 0.123
Cl -1.0864 -1.0081 9.8198 -0.079 0.040 0.016
Cl -2.1495 -0.0006 12.3332 -0.030 0.010 -0.216
Cl -1.4719 1.8513 10.1950 -0.087 -0.133 -0.016
H -3.0980 0.1531 10.1881 0.225 0.013 0.074
C 7.9861 -1.5299 2.1594 0.064 0.037 -0.157
Cl 9.1319 -2.7557 1.5983 0.006 0.153 0.333
Cl 7.8417 -0.2238 0.9746 0.017 -0.076 0.139
Cl 6.4033 -2.2576 2.4768 0.032 0.029 0.031
H 8.3626 -1.1092 3.0900 -0.091 -0.107 -0.191
```
Forces are in eV/Å.

Properties
Gap between HOMO and LUMO ... 7.13 eV
Multiplicity ... 1
Total charge ... +1



# 3
Computed, not measured: a structure of composition C30H40N2O4PRhS3Si at a distorted geometry, with ωB97M-V with the def2-TZVPD basis set.

Geometry as XYZ:
```
82
Properties=species:S:1:pos:R:3:forces:R:3
Rh -1.0477 0.4023 0.6139 -0.103 -0.928 -0.688
C 3.7658 5.1681 1.9737 -0.373 -0.659 -0.575
Si 3.3387 4.0068 0.5186 1.069 0.709 -0.232
C 2.1320 4.8646 -0.6652 0.260 -0.456 0.418
C 4.9410 3.5136 -0.4140 -0.916 0.221 0.439
C 2.7389 2.3415 1.2789 -0.057 0.660 -0.292
C 3.5267 1.7312 2.2540 0.035 -0.144 0.083
C 3.1303 0.5502 2.8573 0.237 0.420 -0.084
C 1.9213 -0.0135 2.4688 -0.351 -0.050 -0.296
N 1.1586 0.5310 1.5403 -0.304 -0.610 0.800
C 1.5474 1.6794 0.9597 -0.245 0.164 -0.552
S 0.4154 2.1998 -0.2470 0.647 0.276 0.195
H 4.1827 6.0953 1.5930 0.078 0.125 -0.159
H 4.4927 4.7393 2.6553 0.153 -0.124 0.094
H 2.8800 5.4215 2.5481 -0.178 0.039 0.101
H 2.5646 5.8040 -1.0007 0.199 0.115 0.055
H 1.1869 5.0971 -0.1835 -0.158 0.060 0.094
H 1.9212 4.2674 -1.5471 0.024 -0.069 -0.124
H 5.4225 4.4017 -0.8076 0.088 0.215 -0.072
H 4.7131 2.8590 -1.2483 -0.064 -0.149 -0.187
H 5.6516 3.0087 0.2306 0.136 -0.106 0.186
H 4.4609 2.1881 2.5422 0.135 0.066 0.081
H 3.7306 0.0834 3.6205 0.078 -0.082 0.091
H 1.5732 -0.9396 2.9013 -0.079 -0.107 0.106
N -0.4310 -1.3079 -0.5603 -0.482 0.588 0.571
S 0.8304 -2.2737 -0.2559 0.334 0.384 -1.125
C 2.2607 -1.4386 -1.0076 -0.212 -0.277 0.450
C 2.1534 -0.8287 -2.2459 -0.085 0.001 0.024
C 3.2453 -0.1464 -2.7523 -0.138 -0.025 -0.075
C 4.4259 -0.0795 -2.0295 0.100 0.008 0.191
C 4.5175 -0.6811 -0.7836 0.023 0.008 -0.033
C 3.4276 -1.3628 -0.2649 -0.147 -0.100 -0.022
C 0.5619 -3.5984 -1.4580 0.036 0.165 0.342
C -0.7406 -4.0611 -1.5733 -0.074 -0.007 0.086
C -1.0312 -5.0210 -2.5253 0.058 -0.011 -0.044
C -0.0262 -5.5024 -3.3499 0.037 -0.049 0.047
C 1.2773 -5.0627 -3.1907 0.021 -0.014 0.009
C 1.5868 -4.1114 -2.2323 0.089 0.036 0.041
H -0.7363 -1.3534 -1.5288 0.113 -0.100 0.016
H 1.2345 -0.8829 -2.8106 -0.090 -0.023 -0.084
H 3.1738 0.3266 -3.7179 0.010 0.058 -0.148
H 5.2770 0.4464 -2.4336 0.079 0.045 -0.054
H 5.4325 -0.6285 -0.2147 0.115 0.019 0.030
H 3.4812 -1.8353 0.7043 0.061 -0.081 0.122
H -1.5136 -3.6741 -0.9265 -0.103 0.052 0.042
H -2.0379 -5.3923 -2.6242 -0.143 -0.029 -0.021
H -0.2512 -6.2349 -4.1080 -0.051 -0.095 -0.076
H 2.0596 -5.4562 -3.8181 0.115 -0.056 -0.078
H 2.6048 -3.7762 -2.1049 0.071 0.059 -0.044
C -3.5342 0.4120 4.4930 0.139 0.214 -0.581
S -3.4374 0.6432 2.6745 -0.778 -1.471 1.583
O -2.0900 1.2492 2.4045 1.199 0.558 -0.218
C -3.1273 -1.1067 2.2830 -0.178 0.422 0.094
C -4.1693 -1.8854 1.8136 -0.029 0.023 -0.018
C -3.9680 -3.2421 1.6086 0.015 0.080 0.005
C -2.7277 -3.8044 1.8748 -0.022 0.006 -0.067
C -1.6799 -3.0119 2.3167 0.000 0.095 -0.023
C -1.8645 -1.6489 2.5139 -0.095 -0.029 0.318
H -2.7448 -0.2267 4.8716 0.153 -0.065 -0.090
H -4.5082 -0.0256 4.6909 -0.127 -0.090 -0.015
H -3.4836 1.3926 4.9551 -0.010 0.165 -0.044
H -5.1278 -1.4257 1.6291 -0.190 -0.010 -0.049
H -4.7811 -3.8600 1.2629 -0.101 -0.075 -0.040
H -2.5840 -4.8678 1.7546 0.025 -0.083 -0.025
H -0.7307 -3.4686 2.5509 0.147 -0.015 0.004
H -1.0696 -1.0458 2.9457 -0.087 0.013 -0.036
C -5.3052 2.1332 -0.0152 -0.317 0.108 -0.007
O -4.1533 1.3144 0.2546 0.553 -0.150 -0.704
P -2.9686 1.0298 -0.7887 -1.277 -0.132 -0.319
O -2.8879 2.4490 -1.4935 0.106 0.059 0.440
C -2.0762 2.7988 -2.6079 0.000 0.191 -0.294
O -3.6534 0.2008 -2.0101 0.612 0.832 0.395
C -3.9508 -1.1826 -1.9425 -0.081 -0.401 0.038
H -6.1293 1.5075 -0.3574 0.078 0.003 -0.010
H -5.0737 2.8902 -0.7615 -0.033 -0.031 0.088
H -5.5739 2.6056 0.9290 0.010 -0.011 -0.090
H -2.6954 2.7935 -3.5026 0.079 -0.026 -0.034
H -1.2361 2.1195 -2.7435 0.056 -0.137 0.023
H -1.7038 3.8047 -2.4227 0.011 -0.035 -0.071
H -3.7214 -1.6059 -2.9202 -0.039 -0.081 0.112
H -5.0120 -1.3232 -1.7250 0.087 0.022 -0.020
H -3.3612 -1.6768 -1.1665 0.046 -0.088 0.002
```
Forces are in eV/Å.

Properties
Relative energy (zero: lowest compared OMol25 entry of this formula, charge and spin) ... 0.897 eV
Gap between HOMO and LUMO (alpha / beta) ... 8.06 / 5.62 eV
Multiplicity ... 5
Total charge ... +2